No. 1
{
  "formula": "C14H28ClILaNOP2",
  "method": "ωB97M-V with the def2-TZVPD basis set",
  "total_energy_ev": -58545.8958,
  "spin_multiplicity": 1,
  "charge": 2,
  "lumo_energy_ev": [-7.470, -7.110],
  "e_homo_ev": [-12.41, -12.55],
  "gap_ev": [4.938, 5.440],
  "elements": ["H", "H", "H", "Cl", "H", "C", "C", "H", "C", "H", "H", "H", "P", "H", "H", "H", "C", "N", "H", "H", "I", "H", "H", "C", "H", "C", "H", "H", "H", "C", "C", "H", "C", "C", "H", "C", "La", "P", "H", "H", "C", "H", "H", "H", "O", "H", "H", "C", "C"],
  "coordinates": [[2.167, 3.986, 2.955], [5.323, 2.434, 0.337], [-4.312, 0.844, 1.248], [-3.150, 0.000, -0.837], [0.859, 1.306, -5.076], [4.457, 2.224, 0.974], [0.553, -1.271, -3.982], [-0.617, 1.213, -4.309], [-1.955, -0.682, 3.826], [1.171, 2.133, 3.281], [0.687, 2.201, -3.453], [1.113, -0.916, -4.838], [0.656, 0.085, -2.773], [0.969, -2.149, -3.494], [2.750, 0.392, -3.719], [-1.205, -1.490, 3.997], [-3.648, -2.196, 2.061], [1.970, -0.459, 1.785], [-2.993, -3.139, -1.588], [-2.960, -3.016, 2.090], [-2.134, 1.200, -2.737], [-4.392, -2.372, 2.828], [-1.538, 0.289, 4.308], [2.668, 0.822, 1.811], [-1.396, -3.842, -1.912], [3.947, 3.312, 1.718], [2.923, -0.645, -2.313], [2.728, 1.059, -2.086], [-0.514, -1.376, -4.169], [-2.084, -2.981, -2.232], [1.982, 1.986, 2.398], [-4.652, 0.604, 2.940], [0.454, 1.352, -4.060], [-3.812, 0.686, 2.210], [1.741, -0.999, 2.695], [2.691, 3.220, 2.347], [-0.230, 0.384, 2.442], [-2.674, -0.687, 2.114], [-2.534, -3.511, -3.136], [-3.276, 1.608, 2.443], [2.428, 0.221, -2.698], [-2.730, -0.736, 4.582], [2.447, -1.234, 1.281], [4.523, 4.233, 1.939], [-0.463, -1.617, -1.302], [4.027, 0.209, 0.157], [-4.140, -2.181, 1.112], [-1.522, -1.524, -2.005], [3.696, 1.020, 0.843]]
}



No. 2
{
  "formula": "C8H6N2O2",
  "method": "ωB97M-V with the def2-TZVPD basis set",
  "total_energy_ev": -15466.5353,
  "spin_multiplicity": 1,
  "smiles": "O=c1[nH]c(O)nc2ccccc12",
  "charge": 0,
  "lumo_energy_ev": 0.445,
  "e_homo_ev": -8.86,
  "gap_ev": 9.306,
  "elements": ["C", "O", "C", "H", "C", "N", "H", "H", "N", "O", "C", "H", "C", "C", "C", "C", "H", "H"],
  "coordinates": [[1.521, 1.646, 0.126], [-1.250, -0.580, -3.119], [0.005, 0.041, 0.788], [1.998, 0.624, 3.364], [1.770, 0.693, 2.360], [-0.395, 0.894, -1.528], [2.792, 2.433, 1.925], [0.353, -1.147, 2.423], [-1.266, -1.341, -0.966], [-1.342, -1.841, 1.177], [-0.839, -0.364, -1.821], [-0.860, 0.421, -3.394], [0.359, 0.918, -0.221], [-0.880, -1.126, 0.388], [0.658, -0.173, 1.905], [2.071, 1.676, 1.511], [-1.952, -2.020, -0.974], [2.033, 2.322, -0.570]]
}



No. 3
{
  "formula": "C22H43O24",
  "method": "ωB97M-V with the def2-TZVPD basis set",
  "total_energy_ev": -72652.2029,
  "spin_multiplicity": 1,
  "charge": -1,
  "lumo_energy_ev": 2.355,
  "e_homo_ev": -4.80,
  "gap_ev": 7.159,
  "elements": ["O", "H", "O", "C", "O", "O", "H", "H", "C", "H", "H", "H", "H", "C", "H", "C", "C", "C", "H", "C", "H", "H", "H", "H", "C", "H", "C", "H", "O", "H", "C", "C", "O", "H", "C", "H", "H", "H", "H", "H", "O", "H", "O", "O", "O", "O", "H", "O", "C", "H", "H", "C", "C", "H", "H", "O", "H", "H", "O", "O", "H", "O", "O", "O", "H", "H", "C", "O", "H", "H", "C", "O", "H", "C", "C", "H", "H", "O", "O", "O", "C", "H", "C", "H", "O", "C", "H", "H", "H"],
  "coordinates": [[-0.332, 2.575, 5.429], [1.120, -3.632, -3.111], [3.668, 0.144, 3.536], [1.655, 2.130, -2.536], [0.680, 0.747, 4.590], [0.507, 1.990, -2.258], [-6.675, -1.843, -1.278], [1.379, 3.785, 6.958], [2.850, -0.338, 2.460], [-0.732, -3.992, -0.027], [0.875, 2.878, -5.266], [2.007, 0.324, 2.286], [5.271, 1.280, 6.575], [0.586, 1.808, 5.398], [0.932, -1.923, -2.845], [-1.262, -4.945, 0.019], [0.074, 3.399, 1.750], [3.794, 1.467, 3.616], [3.905, 0.257, 6.036], [0.491, 6.547, -0.657], [1.071, 2.478, 8.075], [1.877, 4.265, -4.891], [1.577, 6.490, -0.765], [-2.679, -0.898, 1.670], [0.580, -2.753, -3.460], [-0.515, -5.731, -0.099], [-2.965, -5.588, -4.270], [-1.959, -2.464, 2.090], [-3.795, -1.105, -0.488], [-0.286, -0.404, -8.315], [-0.411, 4.342, -0.371], [-2.896, -1.912, 2.011], [3.461, 2.233, 2.756], [0.144, 7.417, -1.212], [1.676, 2.767, 7.212], [-0.452, -0.397, 3.314], [1.672, 1.227, -0.032], [0.552, -2.254, 0.142], [-3.836, -5.278, -4.837], [-1.693, -5.021, 1.015], [2.184, 2.729, -3.627], [-3.324, -1.835, 3.013], [-5.073, -2.960, -0.514], [1.697, 1.910, 6.102], [-1.160, 3.485, -0.695], [-3.082, -5.252, -2.893], [-1.124, 0.133, -6.870], [-0.194, -0.414, -4.556], [2.454, 0.862, -0.695], [0.329, 6.725, 0.408], [2.183, -0.131, -1.061], [-1.975, -5.332, -2.170], [-0.328, -0.778, 0.135], [-2.064, -5.142, -4.686], [-0.671, 1.319, 3.035], [-0.210, 5.428, -1.137], [-6.317, -3.363, -2.077], [0.941, 2.752, 1.632], [0.600, -2.487, -4.849], [2.673, 1.798, -1.756], [0.523, 3.933, -3.832], [4.404, 1.831, 4.747], [0.465, -1.631, 0.901], [-3.789, -2.625, 1.172], [-1.387, 0.475, 4.455], [-5.270, -1.916, -2.281], [1.292, 3.457, -4.443], [-2.309, -5.022, -0.923], [3.450, 0.769, -0.271], [2.465, -1.338, 2.631], [-0.515, 0.572, 3.807], [-0.871, -5.596, -2.566], [3.506, -0.367, 1.592], [-0.142, -0.093, -7.285], [0.206, -1.291, -5.271], [5.525, 0.260, 5.190], [2.685, 2.838, 7.619], [0.305, -1.250, -6.579], [0.212, 4.457, 0.805], [-0.772, 0.305, 0.576], [4.765, 0.839, 5.719], [-0.842, 2.813, 1.733], [-5.859, -2.513, -1.577], [-2.910, -6.677, -4.337], [-0.637, -1.240, -1.000], [-4.169, -2.124, 0.002], [-0.449, -2.893, -3.121], [0.104, 3.780, 2.773], [0.560, 0.729, -7.198]]
}



No. 4
{
  "formula": "C27H26CoIN3S2",
  "method": "ωB97M-V with the def2-TZVPD basis set",
  "total_energy_ev": -100287.5177,
  "spin_multiplicity": 2,
  "charge": -2,
  "lumo_energy_ev": [4.728, 4.728],
  "e_homo_ev": [-0.58, -0.61],
  "gap_ev": [5.312, 5.334],
  "s2": 1.0630,
  "elements": ["H", "C", "C", "S", "H", "H", "Co", "H", "C", "C", "C", "H", "H", "C", "H", "C", "C", "H", "H", "H", "H", "H", "I", "C", "C", "C", "H", "C", "H", "H", "H", "C", "C", "C", "C", "C", "C", "H", "C", "N", "H", "N", "C", "H", "C", "C", "H", "N", "H", "C", "C", "H", "C", "S", "H", "H", "C", "C", "H", "H"],
  "coordinates": [[2.300, 1.315, 0.004], [3.091, -0.946, 3.154], [-2.376, 1.030, 0.599], [-1.966, -1.351, -2.200], [-0.911, -0.028, 2.279], [1.158, 0.872, 3.428], [-0.324, -0.734, -0.499], [-4.757, -0.799, -2.191], [2.028, -1.073, 2.275], [1.891, -3.393, 2.894], [0.926, 1.052, 2.365], [-2.835, -1.828, 2.113], [-1.436, 4.221, -4.149], [-4.676, 1.625, 1.376], [3.293, -0.111, 0.327], [-0.589, 1.012, 2.204], [-2.184, 2.869, -2.648], [-2.972, 1.935, 2.516], [3.342, -4.113, 4.288], [-4.707, 1.894, -1.890], [-5.346, 2.016, 2.135], [1.402, -4.351, 2.789], [1.756, -1.436, -1.846], [-3.364, 1.575, 1.571], [2.699, 0.674, 0.791], [-0.919, 2.966, 0.859], [1.293, 2.057, 2.123], [-2.891, -0.400, -1.028], [3.363, 1.283, 1.434], [0.133, 3.261, 0.855], [-6.255, 1.483, -0.061], [-4.397, -0.318, -1.281], [3.577, -2.017, 3.885], [1.370, -2.314, 2.153], [0.299, 1.796, -2.564], [-2.821, 1.168, -0.897], [0.066, 2.839, -3.434], [-3.185, 3.278, -2.649], [-3.258, -1.256, 1.292], [1.590, 0.072, 1.515], [-1.027, 1.578, 3.051], [-1.027, 1.526, 0.921], [-1.861, 1.829, -1.786], [-6.244, -0.878, -0.190], [-2.346, -0.515, 0.395], [-1.210, 3.398, -3.482], [0.862, 3.207, -4.068], [-0.620, 1.290, -1.747], [4.413, -1.885, 4.562], [-4.578, -1.254, 1.097], [-5.252, 1.085, 0.126], [-1.415, 3.476, 1.706], [-4.347, 1.210, -1.119], [-0.045, -2.593, 1.230], [3.560, 0.025, 3.276], [1.274, 1.331, -2.521], [-5.238, -0.480, -0.003], [2.968, -3.256, 3.735], [-5.239, -1.835, 1.736], [-1.373, 3.334, -0.060]]
}